A:
The following is a DFT calculation (wB97M-V/def2-TZVPD) of a structure of composition C7H7NO2.

ORCA input file:
```
! RIJCOSX wB97M-V def2-TZVPD def2/J DEFGRID3
* xyz 0 1
H -3.435 -1.050 -1.505
H -1.877 -2.130 -0.037
H 3.046 -1.668 -0.555
C 1.220 0.045 0.346
H 4.079 0.311 -0.728
C -1.422 -0.006 0.280
O 3.249 1.197 0.321
H -2.215 1.362 -1.432
C -2.393 0.660 -0.616
O -2.175 1.128 0.705
C -2.327 -1.236 0.410
C 0.008 0.056 0.324
H -2.653 -1.452 1.435
N 3.309 -0.689 -0.538
H -4.337 -0.308 -0.142
C -3.341 -0.533 -0.543
C 2.674 0.055 0.372
*
```

## Properties
LUMO energy (eV): -0.06



B:
The following is a DFT calculation (wB97M-V/def2-TZVPD) of a structure of composition C7H7NO2.

ORCA input file:
```
! RIJCOSX wB97M-V def2-TZVPD def2/J DEFGRID3
* xyz 0 1
H -3.559 0.946 -0.376
C 1.904 0.797 -0.558
C 2.418 -1.137 0.372
H 2.866 -1.786 1.121
C -3.081 0.408 0.387
C 1.039 -1.104 0.328
C -0.472 0.755 -0.546
C -2.004 -0.480 -0.197
H 1.761 1.794 -1.132
O -1.897 -1.637 -0.400
H -3.842 -0.129 0.881
H -2.550 1.100 0.963
C 2.967 0.078 -0.219
N 0.699 0.126 -0.264
O -0.654 1.860 -0.867
H 0.381 -1.919 0.604
H 4.023 0.327 -0.097
*
```

## Properties
LUMO energy (eV): 0.72



B ends up most stable, edging out the next structure by 93.3 kcal/mol.



A:
The following is a DFT calculation (wB97M-V/def2-TZVPD) of a cluster of 2 separate species, C5H14NO in total.

ORCA input file:
```
! RIJCOSX wB97M-V def2-TZVPD def2/J DEFGRID3
* xyz 1 1
H -2.351 0.464 2.721
H 0.458 -2.579 -2.125
H 1.269 1.098 -1.308
C 0.916 -2.345 -1.160
H 0.459 -3.019 -0.439
C -2.306 0.876 1.717
H -0.230 0.257 1.218
C 1.258 0.094 -1.737
H -2.727 0.176 0.996
H 1.867 -0.802 0.712
H 1.982 -2.532 -1.290
H 0.596 2.440 0.971
C 0.602 -0.904 -0.806
H -1.157 3.088 1.142
H 2.311 -0.180 -1.855
O 0.927 -0.639 0.591
H -2.868 1.801 1.623
H 0.810 0.118 -2.724
C -0.452 2.266 1.167
N -0.879 1.097 1.410
H -0.485 -0.776 -0.823
*
```

## Properties
LUMO energy (eV): -4.48



B:
The following is a DFT calculation (wB97M-V/def2-TZVPD) of a cluster of 2 separate species, C5H14NO in total.

ORCA input file:
```
! RIJCOSX wB97M-V def2-TZVPD def2/J DEFGRID3
* xyz 1 1
H -1.588 -1.688 0.052
H 2.194 -0.236 1.797
H 1.708 -1.852 -1.140
C 1.534 -0.767 -1.035
H 0.063 1.579 -0.481
C 1.573 0.424 1.194
H -3.755 -0.867 0.157
N -0.851 1.519 0.336
H -1.821 -0.541 1.439
H 0.868 0.868 1.900
C -0.678 0.189 -0.290
O -3.053 -0.304 -0.214
H 2.209 1.188 0.745
H 1.069 -0.429 -1.991
C 0.713 -0.353 0.167
H 1.192 1.409 -1.423
C -1.793 -0.646 0.352
H 0.441 -1.215 0.794
H -1.682 2.001 -0.059
H -0.866 0.049 -1.360
H 2.524 -0.327 -0.940
*
```

## Properties
LUMO energy (eV): -9.44



C:
The following is a DFT calculation (wB97M-V/def2-TZVPD) of a cluster of 2 separate species, C5H14NO in total.

ORCA input file:
```
! RIJCOSX wB97M-V def2-TZVPD def2/J DEFGRID3
* xyz 1 1
H -0.094 -1.859 0.665
H 1.639 -1.133 3.073
C 1.106 -0.829 2.168
C 0.894 0.343 -1.316
H -2.426 0.602 -0.928
H 1.562 -2.465 0.846
H -1.348 -0.093 0.285
H -1.184 1.236 -3.195
H 1.180 -0.378 -0.560
O -0.026 -0.050 2.563
H -1.214 2.545 -2.200
H -1.564 1.682 0.157
H 0.342 -2.833 2.078
H 0.208 2.096 -2.923
C 0.698 -2.074 1.376
H 1.775 -0.193 1.593
H -0.791 -0.626 2.488
N -0.647 1.745 -2.490
C -1.475 0.737 -0.394
H 1.692 0.708 -1.956
C -0.326 0.837 -1.330
*
```

## Properties
LUMO energy (eV): -3.72



A ends up most stable, edging out the next structure by 16.7 kcal/mol.



A:
The following is a DFT calculation (wB97M-V/def2-TZVPD) of the ion C5H14NO with charge +1.

ORCA input file:
```
! RIJCOSX wB97M-V def2-TZVPD def2/J DEFGRID3
* xyz 1 1
C 0.318 1.584 -1.155
C 0.727 0.969 0.190
H 2.458 0.790 1.380
H 0.556 -0.942 1.275
H 0.360 1.679 0.938
H -1.570 -0.136 1.860
H 0.815 1.057 -1.953
H 2.668 -0.013 -0.201
H -1.861 0.592 0.203
H 0.026 -2.235 -0.485
C -1.442 -0.210 0.795
C 2.236 0.839 0.323
H 2.801 1.714 -0.013
H -2.415 -2.013 0.960
H 0.661 2.602 -1.173
H -0.648 -1.012 -1.363
O -2.140 -1.351 0.322
H 1.006 -1.208 -1.271
N 0.130 -1.254 -0.750
C 0.066 -0.367 0.490
H -0.755 1.608 -1.304
*
```

## Properties
LUMO energy (eV): -3.40
Structure (SMILES): CC(C)[C@H]([NH3+])CO



B:
The following is a DFT calculation (wB97M-V/def2-TZVPD) of a cluster of 2 separate species, C5H14NO in total.

ORCA input file:
```
! RIJCOSX wB97M-V def2-TZVPD def2/J DEFGRID3
* xyz 1 1
H 1.017 -0.799 0.297
H -1.340 -3.647 -1.251
H -1.387 1.305 1.830
H -1.056 2.736 0.738
C 0.966 0.252 2.033
H -1.755 1.206 -0.914
H 0.017 0.648 -2.232
H 1.935 0.222 2.458
H 0.361 -0.584 2.316
C -0.990 0.874 -0.211
H 1.667 -0.846 -1.286
H -1.158 -3.085 -2.533
N 0.768 -0.672 -0.727
C 0.324 0.683 -1.058
C 0.646 1.392 1.423
C -0.777 1.705 1.025
H 1.324 1.279 -1.172
O -0.786 -2.942 -1.635
H 1.388 2.171 1.576
H -1.283 -0.228 -0.031
H 0.166 -1.569 -0.894
*
```

## Properties
LUMO energy (eV): -2.98



C:
The following is a DFT calculation (wB97M-V/def2-TZVPD) of a cluster of 2 separate species, C5H14NO in total.

ORCA input file:
```
! RIJCOSX wB97M-V def2-TZVPD def2/J DEFGRID3
* xyz 1 1
C 0.960 -2.179 0.247
N -1.655 0.737 0.415
H 0.399 -2.801 0.941
H 2.327 -0.551 -1.327
H -2.382 1.450 0.489
H 1.359 -2.695 -0.616
H 2.483 0.621 -0.064
H -1.487 0.617 -0.604
H -0.325 -0.826 2.066
H 1.138 0.101 2.237
C -0.403 1.095 1.146
C 1.019 -0.862 0.359
C 0.349 -0.159 1.532
H -0.670 1.644 2.032
H -1.957 0.914 -3.010
H 1.169 0.715 -1.236
H -0.743 -0.025 -2.897
H -2.076 -0.148 0.704
O -1.372 0.495 -2.367
C 1.740 0.025 -0.602
H 0.129 1.831 0.554
*
```

## Properties
LUMO energy (eV): -3.23



D:
The following is a DFT calculation (wB97M-V/def2-TZVPD) of a cluster of 2 separate species, C5H14NO in total.

ORCA input file:
```
! RIJCOSX wB97M-V def2-TZVPD def2/J DEFGRID3
* xyz 1 1
H -2.023 -0.887 -1.046
C -0.155 -0.054 -0.839
O 0.861 -1.865 0.559
H -0.632 2.646 -0.872
C -2.280 1.261 -1.191
H 0.301 -0.282 -1.805
H -3.354 1.213 -1.101
N 3.802 -2.390 1.952
H 0.680 -2.361 -0.245
C -1.565 -0.011 -0.555
H 4.125 -1.452 1.748
H -1.855 0.026 0.490
C -1.691 2.572 -0.643
H 4.229 -2.709 2.809
H 0.538 0.037 1.224
H -2.099 1.201 -2.261
H 1.785 -0.219 -0.069
H -1.883 2.651 0.434
H -2.342 3.427 -0.850
C 0.762 -0.469 0.270
H 2.796 -2.334 1.992
*
```

## Properties
LUMO energy (eV): -7.92



C ends up most stable, edging out the next structure by 2.0 kcal/mol.



A:
The following is a DFT calculation (wB97M-V/def2-TZVPD) of a cluster of 2 separate species, C5H14NO in total.

ORCA input file:
```
! RIJCOSX wB97M-V def2-TZVPD def2/J DEFGRID3
* xyz 1 1
H -2.882 0.481 1.268
H 2.896 -1.878 -1.057
H -0.650 0.825 0.294
C 2.662 -1.008 -0.449
H -2.995 -0.386 -0.284
H -0.371 2.256 -1.394
H 3.280 -1.077 0.453
H 0.522 -0.940 -0.920
C -2.851 0.584 0.189
H -3.601 1.272 -0.193
N -1.538 1.122 -0.208
C 0.773 -1.970 0.918
H 3.057 -0.147 -0.997
H -2.219 2.367 -1.698
C 1.216 -0.907 -0.066
H 1.307 -1.760 1.849
H 1.765 0.897 0.519
C -1.385 1.972 -1.132
O 0.942 0.407 0.542
H 1.033 -2.973 0.587
H -0.300 -1.926 1.098
*
```

## Properties
LUMO energy (eV): -4.52



B:
The following is a DFT calculation (wB97M-V/def2-TZVPD) of a structure of composition C5H14NO.

ORCA input file:
```
! RIJCOSX wB97M-V def2-TZVPD def2/J DEFGRID3
* xyz 1 1
C -0.326 0.192 1.366
C 0.464 -1.445 -0.666
H 2.204 0.707 -1.098
H -1.803 -0.865 0.391
H -0.442 -1.864 -1.132
C -1.802 -0.207 1.255
H 0.112 0.735 -2.381
H 0.440 -2.052 0.270
H -0.227 2.161 1.198
H -2.070 -0.779 2.181
C -0.156 0.835 -1.270
H 1.345 -1.542 -1.397
C 1.822 0.382 -0.151
H -2.601 0.601 1.289
H 2.116 1.087 0.759
H 0.247 -0.636 1.887
H 2.352 -0.490 0.118
O 0.053 1.374 1.646
N 0.425 -0.007 -0.324
H -1.243 0.993 -1.238
H 0.004 1.886 -0.976
*
```

## Properties
LUMO energy (eV): -2.87



C:
The following is a DFT calculation (wB97M-V/def2-TZVPD) of a cluster of 2 separate species, C5H14NO in total.

ORCA input file:
```
! RIJCOSX wB97M-V def2-TZVPD def2/J DEFGRID3
* xyz 1 1
H -1.763 -1.937 0.071
H 0.766 -1.237 -1.237
H 0.254 -2.801 1.209
H 1.855 -2.308 0.668
N 0.234 -1.462 -0.398
H -2.036 2.265 -1.329
C -1.378 2.056 -0.496
H 0.352 2.186 -1.610
C 0.859 -2.588 0.332
H -0.085 0.888 1.977
H 1.888 1.651 0.124
H 0.237 -0.605 0.197
H -1.572 -0.859 -1.318
H -1.184 -2.646 -1.436
H 0.899 -3.465 -0.312
C -1.174 -1.747 -0.829
H -1.861 1.863 0.463
C 0.894 1.820 0.527
C -0.060 2.038 -0.621
O 0.572 0.653 1.311
H 0.937 2.686 1.181
*
```

## Properties
LUMO energy (eV): -2.96



D:
The following is a DFT calculation (wB97M-V/def2-TZVPD) of a cluster of 2 separate species, C5H14NO in total.

ORCA input file:
```
! RIJCOSX wB97M-V def2-TZVPD def2/J DEFGRID3
* xyz 1 1
C -0.505 0.597 0.434
H -1.090 -0.069 -0.245
C -0.150 0.421 2.759
C -0.045 -1.630 1.344
H 0.360 -0.535 -1.805
H -0.034 1.543 2.712
H -1.127 1.380 0.647
H -1.145 0.206 3.356
H 0.142 -2.207 2.296
H 0.751 0.006 3.439
H 1.626 0.593 -2.133
C -0.190 -0.332 1.497
H -0.143 -2.129 0.352
H 1.580 1.433 0.013
N 1.195 0.095 -1.381
H -0.647 0.385 -3.418
C 0.635 1.144 -0.400
H 1.748 -0.572 -0.966
O -0.896 -0.444 -3.060
H -1.892 -0.507 -2.950
H 0.208 2.159 -0.964
*
```

## Properties
LUMO energy (eV): -3.40



A ends up most stable, edging out the next structure by 4.0 kcal/mol.



A:
The following is a DFT calculation (wB97M-V/def2-TZVPD) of a cluster of 2 separate species, C5H14NO in total.

ORCA input file:
```
! RIJCOSX wB97M-V def2-TZVPD def2/J DEFGRID3
* xyz 1 1
H -2.078 -0.247 -0.123
H -2.357 2.057 -0.622
H 0.868 0.007 0.990
C -0.998 -0.139 -0.159
C -0.198 -0.152 1.113
H -0.535 -1.278 2.923
H 0.170 1.037 -1.569
H 0.596 -3.416 2.103
H -0.637 -0.959 -0.791
O 2.155 1.142 -2.034
H -0.952 2.941 -1.588
H 1.639 -2.073 1.884
H -0.515 0.614 1.820
H 2.734 0.919 -1.297
C -1.369 2.098 -1.061
C -0.389 -1.491 1.867
C 0.706 -2.495 1.546
H 2.718 1.626 -2.651
H 0.864 -2.595 0.470
H -1.355 -1.917 1.597
N -0.652 1.065 -0.945
*
```

## Properties
LUMO energy (eV): -4.60



B:
The following is a DFT calculation (wB97M-V/def2-TZVPD) of a cluster of 2 separate species, C5H14NO in total.

ORCA input file:
```
! RIJCOSX wB97M-V def2-TZVPD def2/J DEFGRID3
* xyz 1 1
H 1.635 1.089 -0.878
H -1.159 0.710 -1.927
H 0.274 1.010 1.571
H 2.800 1.731 0.261
H -1.558 1.815 -2.881
H 1.536 -0.923 -0.162
H 1.256 -1.685 1.380
O -1.942 1.127 -2.314
N -1.562 -0.297 0.672
C -0.767 -2.159 -0.616
C 0.946 -0.893 0.705
H -1.753 -2.427 -0.974
H -1.289 0.679 0.530
H 1.829 0.591 2.066
H 0.044 -2.772 -0.988
H -1.618 -0.398 1.682
C 1.745 1.485 0.134
C 1.183 0.550 1.216
H 1.264 2.466 0.169
C -0.438 -1.148 0.157
H -2.423 -0.552 0.195
*
```

## Properties
LUMO energy (eV): -3.51



A ends up most stable, edging out the next structure by 13.5 kcal/mol.